# 1
DFT (ωB97M-V with the def2-TZVPD basis set) results for a cluster of 10 separate species, C29H32BF10NO32P2 in total.

The geometry in XYZ format:
```
107
Properties=species:S:1:pos:R:3:mulliken_charge:R:1
O 1.062 -0.919 -1.203 -0.323
C -0.044 -0.412 -1.812 0.304
F 0.163 0.759 -2.696 -0.274
N -1.358 -1.100 -1.517 0.417
C -1.911 -1.849 -2.709 0.167
O -1.346 -3.053 -2.977 -0.484
B -3.142 -1.370 -3.689 0.228
P -3.929 0.362 -3.403 0.082
P -5.761 0.151 -2.173 1.016
O -6.244 1.597 -1.708 -0.669
O -7.003 -0.508 -3.223 -0.448
O -5.438 -0.901 -0.799 -0.449
H -2.058 -0.472 -1.065 0.050
H -3.488 -2.109 -4.562 -0.063
H -2.938 1.109 -2.624 -0.002
H -7.659 -1.032 -2.655 0.300
H -6.303 -1.409 -0.657 0.292
C -1.212 4.503 0.463 -0.485
C -0.020 3.608 0.434 0.275
O -0.561 2.332 0.691 -0.183
C -1.831 2.380 0.200 0.395
O -2.521 1.396 -0.012 -0.425
O -2.237 3.665 -0.032 -0.317
F 0.838 3.915 1.433 -0.289
H -1.470 4.833 1.475 0.290
H -1.085 5.385 -0.171 0.293
H 0.510 3.597 -0.524 0.293
C 4.175 -2.793 -0.162 0.007
C 3.230 -2.817 0.990 0.574
O 4.081 -2.900 2.111 -0.340
C 5.232 -2.280 1.730 0.516
O 6.098 -1.908 2.504 -0.531
O 5.295 -2.117 0.373 -0.213
F 2.458 -3.927 0.958 -0.301
H 4.476 -3.796 -0.484 0.263
H 3.768 -2.256 -1.023 -0.167
H 2.599 -1.926 1.072 0.189
C 7.073 -0.478 5.493 0.172
C 8.432 -1.049 5.711 0.316
O 8.814 -0.523 6.962 -0.308
C 7.647 -0.340 7.641 0.590
O 7.577 -0.162 8.846 -0.551
O 6.563 -0.390 6.809 -0.330
F 9.300 -0.600 4.777 -0.255
H 7.100 0.522 5.047 0.009
H 6.446 -1.123 4.872 0.115
H 8.458 -2.144 5.749 0.263
C 7.813 2.660 1.277 -0.441
C 7.577 1.345 1.938 0.360
O 6.181 1.177 1.848 -0.188
C 5.814 1.849 0.720 0.545
O 4.741 1.709 0.159 -0.561
O 6.801 2.693 0.291 -0.287
F 7.916 1.395 3.246 -0.348
H 7.682 3.507 1.959 0.304
H 8.805 2.726 0.823 0.302
H 8.082 0.503 1.454 0.300
C -0.667 -1.153 1.796 0.205
C -2.104 -1.183 2.192 0.549
O -2.131 -2.098 3.264 -0.340
C -0.901 -2.005 3.841 0.513
O -0.631 -2.432 4.952 -0.549
O -0.006 -1.367 3.027 -0.327
F -2.869 -1.675 1.192 -0.314
H -0.403 -1.955 1.099 0.130
H -0.377 -0.195 1.356 -0.092
H -2.498 -0.216 2.523 0.266
C -5.467 -0.584 -8.243 -0.446
C -6.904 -0.614 -7.847 0.396
O -6.931 -1.529 -6.775 -0.337
C -5.701 -1.436 -6.198 0.687
O -5.431 -1.863 -5.087 -0.553
O -4.806 -0.798 -7.012 -0.252
F -7.669 -1.106 -8.847 -0.310
H -5.203 -1.386 -8.940 0.288
H -5.177 0.373 -8.683 0.285
H -7.298 0.352 -7.516 0.196
C 5.665 -0.695 -4.411 -0.452
C 4.720 -0.719 -3.259 0.316
O 5.570 -0.802 -2.138 -0.013
C 6.722 -0.181 -2.519 0.448
O 7.588 0.190 -1.745 -0.524
O 6.784 -0.019 -3.876 -0.321
F 3.948 -1.828 -3.291 -0.315
H 5.966 -1.697 -4.733 0.291
H 5.257 -0.157 -5.272 0.300
H 4.089 0.172 -3.177 0.280
C -2.530 -2.451 7.394 -0.342
C -3.450 -3.265 8.239 0.371
O -4.258 -2.298 8.872 -0.293
C -4.306 -1.251 8.000 0.617
O -5.120 -0.345 8.064 -0.552
O -3.336 -1.345 7.041 -0.257
F -2.764 -3.936 9.191 -0.283
H -1.651 -2.099 7.944 0.242
H -2.195 -2.992 6.505 0.220
H -4.082 -3.960 7.675 0.282
C -7.113 5.012 -3.838 -0.475
C -8.095 3.894 -3.910 0.498
O -7.729 3.208 -5.086 -0.268
C -6.388 3.418 -5.216 0.685
O -5.661 2.768 -5.948 -0.535
O -5.956 4.442 -4.418 -0.320
F -9.352 4.366 -4.067 -0.306
H -7.420 5.885 -4.425 0.289
H -6.920 5.331 -2.811 0.276
H -8.058 3.208 -3.057 0.146
```

* frontier orbital gap: 7.69 eV
* multiplicity: 1
* LUMO level: -2.305 eV
* structure (SMILES): O=C(F)NC(=O)BPP(=O)(O)O.O=C1OC[C@@H](F)O1.O=C1OC[C@@H](F)O1.O=C1OC[C@@H](F)O1.O=C1OC[C@@H](F)O1.O=C1OC[C@@H](F)O1.O=C1OC[C@@H](F)O1.O=C1OC[C@@H](F)O1.O=C1OC[C@@H](F)O1.O=C1OC[C@@H](F)O1

# 2
DFT (ωB97M-V with the def2-TZVPD basis set) results for a structure of composition C29H32BN4OsPS2.

The geometry in XYZ format:
```
70
Properties=species:S:1:pos:R:3:mulliken_charge:R:1
Os 0.045 0.111 -0.903 1.342
C 0.972 1.852 -4.552 -0.738
N 0.713 0.418 -4.465 0.385
C 0.016 -0.313 -5.389 -0.521
C 0.059 -1.610 -4.974 -0.459
N 0.773 -1.664 -3.811 -0.114
B 1.145 -2.989 -3.072 -0.042
N 0.165 -3.300 -1.836 0.694
C 0.315 -4.537 -1.250 -0.796
C -0.749 -4.761 -0.441 -0.421
N -1.556 -3.651 -0.527 0.236
C -2.853 -3.506 0.125 -0.908
C -0.968 -2.781 -1.371 0.077
S -1.555 -1.144 -1.683 -0.523
C 1.162 -0.422 -3.511 -0.363
S 2.041 0.041 -2.074 -0.266
H 0.072 2.353 -4.901 0.366
H 1.788 2.040 -5.248 0.299
H 1.243 2.221 -3.568 0.228
H -0.425 0.138 -6.260 0.512
H -0.339 -2.498 -5.431 0.562
H 0.951 -3.875 -3.855 -0.119
H 2.264 -2.943 -2.647 -0.014
H 1.156 -5.166 -1.484 0.549
H -1.009 -5.608 0.170 0.510
H -2.777 -3.849 1.154 0.320
H -3.601 -4.098 -0.399 0.316
H -3.152 -2.461 0.114 0.358
C 0.880 1.665 4.015 -1.361
C 0.158 0.347 3.910 0.993
C 0.022 -0.458 5.037 -0.910
C -0.615 -1.688 4.977 -0.909
C -1.143 -2.153 3.778 -0.578
C -1.022 -1.376 2.642 -0.468
C -0.377 -0.139 2.707 1.151
P -0.294 0.817 1.212 0.478
C 1.355 1.384 0.764 0.875
C 1.487 2.704 0.271 -0.913
C 2.721 3.207 -0.067 -0.986
C 3.845 2.398 0.086 -0.678
C 3.734 1.104 0.574 -0.622
C 2.506 0.561 0.928 0.827
C 2.460 -0.841 1.471 -1.299
C -1.530 2.082 1.106 1.001
C -2.174 2.643 2.210 -1.232
C -3.163 3.584 1.996 -0.889
C -3.508 3.939 0.695 -0.755
C -2.877 3.360 -0.396 -0.783
C -1.874 2.416 -0.209 1.192
C -1.159 1.769 -1.372 -2.370
H 0.886 2.013 5.046 0.535
H 0.423 2.447 3.407 0.253
H 1.921 1.568 3.698 0.284
H 0.421 -0.109 5.981 0.503
H -0.707 -2.286 5.874 0.436
H -1.645 -3.110 3.740 0.447
H -1.420 -1.720 1.695 0.102
H 0.605 3.327 0.186 0.648
H 2.816 4.219 -0.437 0.523
H 4.822 2.782 -0.176 0.461
H 4.623 0.496 0.678 0.514
H 3.372 -1.371 1.203 0.507
H 1.611 -1.414 1.094 0.048
H 2.383 -0.831 2.561 0.282
H -1.916 2.335 3.215 0.474
H -3.676 4.033 2.835 0.480
H -4.291 4.667 0.531 0.432
H -3.175 3.636 -1.400 0.551
H -0.491 2.503 -1.835 0.475
H -1.888 1.492 -2.139 0.815
```

* frontier orbital gap: 6.79 eV
* total charge: +2
* multiplicity: 1
* LUMO level: -7.327 eV

# 3
DFT (ωB97M-V with the def2-TZVPD basis set) results for a structure of composition C29H32BiCl5N3O2S2.

The geometry in XYZ format:
```
74
Properties=species:S:1:pos:R:3:mulliken_charge:R:1
Bi -0.138 -0.375 0.243 1.914
C -3.839 0.503 0.000 -2.475
C -2.760 1.396 -0.578 1.513
C -2.164 2.361 0.243 0.963
C -2.731 2.634 1.618 -2.269
C -1.047 3.065 -0.213 1.783
C -0.284 3.961 0.735 -3.015
C -0.600 2.891 -1.527 0.813
C 0.549 3.720 -2.052 -2.454
C -1.222 1.956 -2.361 1.767
C -0.683 1.712 -3.752 -2.295
C -2.320 1.224 -1.895 0.888
C -3.009 0.234 -2.810 -2.372
H -4.831 0.964 -0.062 0.390
H -3.639 0.283 1.050 0.564
H -3.884 -0.451 -0.523 0.468
H -2.272 1.993 2.377 0.228
H -3.807 2.462 1.638 0.448
H -2.560 3.671 1.906 0.532
H -0.619 5.003 0.683 0.388
H 0.781 3.931 0.505 0.525
H -0.393 3.616 1.762 0.510
H 1.493 3.176 -1.953 0.280
H 0.641 4.659 -1.508 0.493
H 0.403 3.966 -3.104 0.524
H -1.168 2.364 -4.488 0.354
H -0.834 0.681 -4.064 0.289
H 0.389 1.897 -3.793 0.329
H -2.530 -0.752 -2.775 0.290
H -2.976 0.573 -3.844 0.479
H -4.057 0.110 -2.545 0.517
C 5.882 2.614 -1.383 -1.043
S 4.291 2.050 -2.039 0.091
C 3.492 1.548 -0.561 -0.109
S 4.381 0.980 0.891 -0.302
N 2.230 1.502 -0.450 0.114
N 1.724 1.035 0.723 -0.634
C 2.734 0.569 1.650 -0.266
C 2.706 -0.941 1.866 0.142
C 3.561 -1.550 2.781 -0.802
C 3.645 -2.926 2.808 -0.462
C 2.896 -3.664 1.899 -0.915
C 2.038 -2.988 1.057 -0.587
N 1.918 -1.655 1.073 0.365
H 6.407 3.079 -2.216 0.353
H 6.460 1.768 -1.017 0.304
H 5.734 3.341 -0.588 0.302
H 2.683 1.083 2.612 0.476
H 4.166 -0.931 3.432 0.450
H 4.300 -3.422 3.515 0.402
H 2.970 -4.742 1.853 0.444
H 1.433 -3.513 0.330 0.418
Cl 2.467 -3.224 -4.373 -0.174
C 1.413 -1.851 -3.967 0.676
Cl -0.022 -1.887 -5.031 -0.171
Cl 2.297 -0.349 -4.240 -0.121
C 0.902 -2.016 -2.471 0.028
O 0.346 -3.078 -2.229 -0.658
O 1.140 -1.019 -1.738 -0.780
Cl -0.446 -0.038 2.774 -0.574
Cl -4.124 -3.696 5.530 -0.271
C -3.274 -3.381 4.032 0.435
C -3.983 -2.994 2.911 -0.988
C -3.298 -2.737 1.731 -0.144
C -1.907 -2.848 1.642 0.487
C -1.185 -2.529 0.390 -1.547
C -1.230 -3.259 2.798 0.277
C -1.897 -3.525 3.980 -0.969
H -5.061 -2.898 2.958 0.401
H -3.861 -2.454 0.848 0.373
H -1.868 -2.423 -0.460 0.563
H -0.448 -3.278 0.129 0.420
H -0.151 -3.358 2.768 0.229
H -1.352 -3.824 4.867 0.395
```

* frontier orbital gap: 6.57 eV
* total charge: -1
* multiplicity: 1
* LUMO level: 2.320 eV

# 4
DFT (ωB97M-V with the def2-TZVPD basis set) results for a structure of composition C29H32IN5S4Y.

The geometry in XYZ format:
```
72
Properties=species:S:1:pos:R:3:mulliken_charge:R:1
Y 0.470 0.469 0.583 -0.244
S 1.379 -0.334 2.994 -0.238
C 0.933 -2.038 2.973 0.349
C 0.592 -2.658 4.178 -0.679
C 0.310 -4.010 4.238 -0.546
C 0.354 -4.792 3.091 -0.797
C 0.683 -4.200 1.883 -0.684
C 0.967 -2.842 1.820 0.613
S 1.436 -2.167 0.237 0.044
C 3.217 -1.895 0.506 -0.882
C 3.711 -0.641 -0.149 0.850
C 4.798 -0.694 -1.016 -1.049
C 5.319 0.486 -1.515 -0.623
C 4.779 1.682 -1.076 -0.820
C 3.697 1.649 -0.211 0.616
C 3.165 2.920 0.377 -0.861
S 1.390 3.144 0.112 -0.104
C 1.313 3.356 -1.658 0.392
C 1.477 4.657 -2.123 -0.706
C 1.458 4.931 -3.476 -0.739
C 1.266 3.885 -4.372 -0.603
C 1.089 2.596 -3.915 -0.709
C 1.104 2.294 -2.549 0.621
S 0.824 0.621 -2.099 -0.120
N 3.118 0.510 0.192 0.282
H 0.568 -2.060 5.079 0.477
H 0.061 -4.456 5.192 0.402
H 0.142 -5.850 3.139 0.412
H 0.735 -4.788 0.976 0.460
H 3.773 -2.759 0.148 0.478
H 3.358 -1.792 1.584 0.371
H 5.220 -1.651 -1.287 0.410
H 6.147 0.474 -2.209 0.453
H 5.186 2.631 -1.394 0.420
H 3.697 3.788 -0.008 0.502
H 3.295 2.895 1.462 0.440
H 1.615 5.456 -1.405 0.511
H 1.588 5.944 -3.829 0.417
H 1.248 4.078 -5.436 0.405
H 0.932 1.791 -4.619 0.507
I -1.056 2.546 2.940 0.212
C -1.927 2.975 1.095 0.056
C -2.905 3.942 0.959 -0.748
C -3.419 4.160 -0.307 -0.279
C -2.941 3.406 -1.368 -1.118
C -1.961 2.461 -1.126 -0.213
N -1.453 2.242 0.094 0.578
H -3.245 4.506 1.815 0.491
H -4.181 4.911 -0.461 0.418
H -3.312 3.550 -2.372 0.488
H -1.543 1.851 -1.918 0.473
C -2.982 -3.269 1.865 -1.134
N -2.758 -1.927 1.352 0.242
C -2.488 -0.925 2.367 -0.755
C -2.296 -1.722 0.093 0.332
N -1.423 -0.778 -0.147 0.334
N -2.792 -2.534 -0.883 0.166
C -4.162 -3.020 -0.848 -1.236
C -2.170 -2.543 -2.194 -1.080
H -2.192 -3.531 2.570 0.311
H -2.971 -3.991 1.052 0.413
H -3.946 -3.322 2.376 0.311
H -3.191 -1.069 3.188 0.332
H -2.642 0.072 1.947 0.156
H -1.472 -0.997 2.778 0.200
H -1.400 -0.521 -1.133 -0.120
H -4.633 -2.743 0.090 0.393
H -4.193 -4.106 -0.957 0.352
H -4.729 -2.573 -1.669 0.398
H -2.496 -1.703 -2.818 0.361
H -2.448 -3.467 -2.699 0.348
H -1.085 -2.512 -2.096 0.287
```

* frontier orbital gap: 7.70 eV
* total charge: +1
* multiplicity: 1
* LUMO level: -2.306 eV

# 5
DFT (ωB97M-V with the def2-TZVPD basis set) results for a structure of composition C29H32LiN3O4SeSi.

The geometry in XYZ format:
```
71
Properties=species:S:1:pos:R:3:mulliken_charge:R:1
Li 0.117 -0.137 0.379 1.058
C 3.015 -0.783 0.310 -0.720
O 2.101 0.188 -0.130 -0.436
C 2.186 1.381 0.613 -0.001
C 1.239 2.369 -0.055 -0.902
O -0.020 1.787 -0.276 -0.562
C -1.063 2.147 0.602 0.181
C -2.284 1.402 0.072 -0.869
O -1.993 0.035 -0.119 -0.327
C -2.675 -0.872 0.717 -0.439
H 4.035 -0.378 0.317 0.389
H 2.953 -1.607 -0.395 0.189
H 2.751 -1.146 1.304 0.123
H 3.213 1.773 0.582 0.704
H 1.897 1.198 1.649 -0.266
H 1.637 2.606 -1.049 0.375
H 1.169 3.289 0.535 0.431
H -1.241 3.232 0.577 0.599
H -0.857 1.825 1.624 -0.257
H -2.542 1.813 -0.914 0.381
H -3.126 1.549 0.753 0.420
H -3.706 -0.552 0.894 0.447
H -2.150 -1.004 1.663 -0.166
H -2.691 -1.824 0.186 0.265
O 0.019 -0.103 2.239 1.335
Si -0.021 0.046 3.793 -1.743
C -1.437 1.172 4.425 0.426
C -2.733 0.974 3.965 0.284
C -3.790 1.758 4.393 -0.931
C -3.566 2.774 5.305 -0.623
C -2.283 2.992 5.779 -0.674
C -1.237 2.198 5.341 -0.529
C 1.562 0.866 4.476 0.436
C 1.910 2.134 4.022 0.016
C 3.082 2.754 4.416 -0.852
C 3.942 2.107 5.288 -0.585
C 3.606 0.855 5.773 -0.653
C 2.429 0.249 5.369 -0.692
C -0.267 -1.636 4.645 0.588
C -1.450 -1.987 5.282 -0.346
C -1.630 -3.246 5.829 -0.700
C -0.613 -4.183 5.758 -0.645
C 0.576 -3.853 5.126 -1.069
C 0.733 -2.595 4.567 -0.551
H -2.918 0.176 3.263 0.444
H -4.788 1.576 4.016 0.436
H -4.384 3.393 5.648 0.377
H -2.102 3.786 6.492 0.414
H -0.245 2.379 5.729 0.343
H 1.236 2.653 3.353 0.607
H 3.329 3.740 4.043 0.401
H 4.868 2.576 5.593 0.380
H 4.270 0.349 6.462 0.406
H 2.176 -0.723 5.766 0.430
H -2.248 -1.262 5.353 0.364
H -2.565 -3.500 6.312 0.416
H -0.743 -5.166 6.187 0.388
H 1.386 -4.575 5.091 0.636
H 1.656 -2.345 4.063 1.016
Se 1.283 -4.664 2.100 0.383
N 0.497 -5.491 0.772 -0.875
C 0.103 -4.581 -0.113 0.739
C -0.564 -4.810 -1.330 -0.615
C -0.861 -3.709 -2.090 -0.653
C -0.514 -2.416 -1.642 -0.554
N 0.109 -2.164 -0.520 0.133
C 0.428 -3.217 0.243 -0.024
N 1.077 -3.097 1.394 -0.077
H -0.818 -5.818 -1.626 0.475
H -1.361 -3.817 -3.041 0.424
H -0.761 -1.547 -2.231 0.478
```

* frontier orbital gap: 7.33 eV
* multiplicity: 1
* LUMO level: -1.196 eV

# 6
DFT (ωB97M-V with the def2-TZVPD basis set) results for a structure of composition C29H32N7OV.

The geometry in XYZ format:
```
70
Properties=species:S:1:pos:R:3:mulliken_charge:R:1
V 0.815 -0.014 -0.700 -0.175
C -0.858 2.585 2.303 -2.061
C -0.612 1.618 1.188 0.346
N 0.646 1.282 0.814 0.991
C 1.880 1.587 1.496 -0.816
C 2.598 0.244 1.749 -0.997
N 2.387 -0.742 0.643 -0.102
C 3.558 -1.139 -0.144 -0.921
C 3.863 -0.105 -1.221 -0.717
N 2.637 0.261 -1.952 0.169
C 2.343 -0.361 -3.281 -1.040
C 1.305 -1.491 -3.206 -0.684
N 0.241 -1.057 -2.322 0.492
C -1.044 -1.104 -2.557 0.843
C -1.607 -1.754 -3.780 -1.997
C -1.883 -0.493 -1.544 -0.064
C -3.223 -0.297 -1.499 -0.393
C -3.806 0.491 -0.457 -1.308
C -3.031 1.147 0.462 -0.403
C -1.632 0.998 0.474 -0.104
N -1.147 -0.039 -0.411 0.886
H -0.305 3.514 2.147 0.398
H -0.540 2.176 3.266 0.298
H -1.915 2.832 2.391 0.480
H 1.735 2.125 2.440 0.518
H 2.511 2.237 0.871 0.153
H 2.185 -0.211 2.650 0.451
H 3.672 0.388 1.909 0.404
H 1.924 -1.562 1.025 0.204
H 3.308 -2.091 -0.617 0.408
H 4.443 -1.303 0.483 0.493
H 4.637 -0.476 -1.899 0.420
H 4.244 0.808 -0.757 0.357
H 2.599 1.260 -2.094 -0.058
H 3.271 -0.711 -3.744 0.448
H 1.931 0.444 -3.890 0.379
H 1.772 -2.392 -2.794 0.229
H 0.962 -1.738 -4.215 0.554
H -1.205 -2.760 -3.909 0.380
H -1.357 -1.177 -4.674 0.345
H -2.690 -1.832 -3.726 0.456
H -3.856 -0.684 -2.289 0.362
H -4.878 0.622 -0.439 0.422
H -3.501 1.828 1.163 0.370
N -2.532 -6.432 6.116 -0.611
C -2.240 -5.701 5.272 0.074
C -1.877 -4.791 4.234 0.318
C -1.870 -5.185 2.887 -0.634
C -1.523 -4.316 1.888 -0.676
C -1.149 -2.962 2.164 -0.161
C -1.167 -2.584 3.547 -0.534
C -1.519 -3.467 4.532 -0.623
C -0.767 -2.074 1.195 0.357
C -0.396 -1.216 0.343 0.436
H -2.146 -6.202 2.636 0.403
H -1.528 -4.652 0.858 0.425
H -0.898 -1.567 3.808 0.449
H -1.522 -3.139 5.565 0.401
O 0.246 1.891 -2.239 -0.593
N 0.087 3.087 -1.736 0.429
C 1.144 3.883 -1.490 -0.088
C 0.973 5.129 -0.923 -0.797
C -0.303 5.569 -0.613 -0.262
C -1.381 4.743 -0.890 -0.990
C -1.167 3.501 -1.451 0.022
H 2.097 3.473 -1.787 0.457
H 1.847 5.737 -0.740 0.428
H -0.454 6.542 -0.167 0.397
H -2.398 5.036 -0.674 0.448
H -1.934 2.782 -1.688 0.514
```

* frontier orbital gap (spin up / spin down): 4.31 / 4.16 eV
* expectation value of S²: 2.134
* multiplicity: 3
* LUMO level (spin up / spin down): -0.335 / -0.316 eV